A molecular structure, C54H51AsN5O3PSZr, computed with the ωB97M-V functional and the def2-TZVPD basis.

```
! wB97M-V def2-TZVPD RIJCOSX def2/J DEFGRID3
* xyz 2 1
Zr 0.8121 -0.9379 -0.5730
N 1.9837 0.6873 0.7033
C 1.9834 0.4175 2.1388
C 0.9384 -0.6262 2.4482
O 0.6161 -0.9128 3.5709
O 0.4722 -1.2060 1.3747
H 2.9180 0.5880 0.3491
H 1.7309 1.6842 0.5668
H 1.7713 1.3058 2.6867
H 2.9536 -0.0016 2.4088
C 2.9211 0.2395 -4.5123
C 4.2644 -0.0161 -4.1743
C 4.6045 -0.6077 -2.9767
C 3.6212 -0.8823 -2.0386
C 2.2710 -0.5684 -2.3056
C 1.9599 -0.0393 -3.5345
C 4.0013 -1.5405 -0.7690
C 5.3703 -1.6193 -0.4025
C 5.6658 -2.2134 0.7872
C 4.6095 -2.7568 1.6174
C 5.0038 -3.3630 2.8003
C 4.1044 -4.0423 3.5581
C 2.7614 -4.0679 3.0717
C 2.3544 -3.3828 1.9764
C 3.2819 -2.6615 1.1602
N 3.0097 -1.9705 0.0280
H 2.6128 0.6799 -5.4817
H 5.0749 0.1950 -4.8732
H 5.5869 -0.8984 -2.8177
H 0.9440 0.1014 -3.7191
H 6.1372 -1.1289 -1.0045
H 6.6401 -2.1835 1.2308
H 6.0205 -3.2445 3.0772
H 4.4124 -4.6085 4.3815
H 2.0430 -4.6718 3.6216
H 1.3458 -3.4009 1.7604
C -1.9137 0.4708 -3.4449
C -1.3597 -0.9236 -3.1498
O -0.6582 -1.1757 -2.1427
N -1.7286 -1.9160 -3.9287
C -1.3226 -3.2951 -3.7576
C -0.3360 -3.7551 -4.8025
C -0.3039 -5.0802 -5.2119
C 0.7291 -5.5522 -6.0351
C 1.7314 -4.6464 -6.3720
C 1.5560 -3.3126 -5.9942
N 0.5955 -2.8767 -5.2391
H -1.3223 1.1887 -2.9166
H -2.9419 0.5217 -3.1064
H -1.9047 0.7490 -4.4593
H -2.3959 -1.7184 -4.6838
H -2.2565 -3.8673 -3.7454
H -0.8000 -3.3767 -2.8017
H -1.1654 -5.7208 -5.0222
H 0.6640 -6.6017 -6.3195
H 2.5553 -4.8780 -7.0619
H 2.2589 -2.5999 -6.4076
C -1.1551 1.5062 1.7748
C -2.3141 2.2957 2.3962
As -2.2830 2.2237 4.4101
C -3.3277 3.9373 4.5519
C -2.7674 5.1892 4.6480
C -3.5011 6.3333 4.3645
C -4.8237 6.2846 3.9597
C -5.4185 4.9953 3.8909
C -4.6597 3.8368 4.1668
C -0.4160 2.7756 4.7523
C 0.2888 1.9572 5.6214
C 1.7182 2.0273 5.6547
C 2.3516 2.8297 4.7341
C 1.6715 3.6335 3.8310
C 0.2920 3.6163 3.8912
P -1.2864 0.9647 0.0142
C -1.2871 2.5520 -0.8997
C -2.3954 3.4289 -0.8504
C -2.2975 4.6724 -1.4284
C -1.1763 5.0060 -2.1719
C -0.1221 4.1158 -2.2645
C -0.1780 2.9136 -1.6514
C -2.9603 0.2360 -0.0472
C -3.1621 -0.9163 0.7056
C -4.3838 -1.5387 0.7397
C -5.4365 -1.0914 -0.0285
C -5.2764 0.0343 -0.8000
C -4.0388 0.6828 -0.8244
H -0.9974 0.5739 2.3458
H -0.1919 2.0863 1.9204
H -3.2897 1.8424 2.2448
H -2.3130 3.3558 2.1174
H -1.7099 5.2549 4.8996
H -3.0017 7.2614 4.4867
H -5.3754 7.2122 3.7509
H -6.4586 4.8694 3.5428
H -5.0979 2.8817 4.0201
H -0.1870 1.3046 6.3165
H 2.3690 1.4548 6.3615
H 3.4126 2.9075 4.7855
H 2.2339 4.2623 3.1869
H -0.2001 4.2366 3.0906
H -3.1976 3.0391 -0.2192
H -3.1570 5.3518 -1.3427
H -1.0361 5.9646 -2.6486
H 0.8221 4.3740 -2.7745
H 0.6551 2.2290 -1.7587
H -2.3490 -1.4075 1.2833
H -4.5583 -2.4115 1.4152
H -6.3597 -1.6626 0.0621
H -6.1276 0.3834 -1.4485
H -3.9912 1.6405 -1.4074
S 0.7877 -5.6192 -1.7531
C -0.4050 -5.3042 -0.5645
C -0.3721 -3.9893 -0.1613
N 0.5725 -3.2432 -0.8614
C 1.2701 -4.0266 -1.7005
H -1.0049 -6.1237 -0.2527
H -0.9740 -3.5038 0.6304
H 2.0945 -3.6763 -2.2409
*
```

Frontier orbital gap in eV: 6.6
LUMO in eV: -5.45
Relative energy (zero: lowest compared OMol25 entry of this formula, charge and spin) in kJ/mol: 83.2

Atom charges from the Mulliken analysis, given in e for atoms 1 to 8:
1. Zr -0.50
2. N -0.87
3. C 0.03
4. C 0.65
5. O -0.63
6. O 0.01
7. H 0.42
8. H 0.42